Record 1
This record from OMol25 describes a cluster of 10 separate species, C30H87N7O10 in total at a distorted geometry. The level of theory is the ωB97M-V functional and the def2-TZVPD basis.

As for the SMILES: COC[C@H](C)N.COC[C@H](C)N.COC[C@H](C)N.COC[C@H](C)N.COC[C@H](C)N.COC[C@H](C)N.COC[C@H](C)N.CCO.O.O. The lowest unoccupied orbital energy comes out at 0.60 eV. Its HOMO energy is -0.315 Ha. The strongest force on any atom is 0.06299 Eh/bohr. The energy above the lowest of the compared OMol25 structures with the same formula, charge and spin comes out at 3.522 eV. For the frontier orbital gap, the calculation gives 9.2 eV.

Geometry as ORCA input:
```
! wB97M-V def2-TZVPD RIJCOSX def2/J DEFGRID3
* xyz 0 1
C 3.016 4.635 -4.694
O 1.826 3.817 -4.658
C 1.751 2.809 -5.704
C 0.377 2.072 -5.631
C 0.244 1.158 -4.387
N 0.100 1.120 -6.790
H 2.945 5.425 -5.442
H 3.936 4.069 -4.836
H 3.064 5.117 -3.717
H 1.951 3.185 -6.708
H 2.507 2.032 -5.595
H -0.350 2.882 -5.688
H 1.016 0.390 -4.345
H -0.734 0.802 -4.061
H 0.508 1.861 -3.597
H 0.230 1.633 -7.650
H 0.853 0.447 -6.765
C -2.478 -2.770 2.140
O -3.606 -2.125 2.668
C -3.876 -0.897 2.006
C -4.324 0.197 2.989
C -4.570 1.679 2.569
N -3.398 0.364 4.105
H -2.744 -3.099 1.135
H -2.128 -3.538 2.830
H -1.700 -2.033 1.943
H -3.175 -0.530 1.256
H -4.688 -1.007 1.287
H -5.173 -0.271 3.488
H -3.624 2.080 2.205
H -4.920 2.480 3.219
H -5.185 1.687 1.670
H -2.487 0.501 3.692
H -3.172 -0.573 4.408
C -0.064 -1.047 8.703
O 0.241 -0.727 7.361
C -0.512 -1.484 6.386
C -0.168 -1.252 4.953
C 1.146 -1.891 4.527
N -0.098 0.190 4.648
H 0.742 -0.573 9.263
H 0.038 -2.130 8.781
H -1.027 -0.721 9.097
H -0.510 -2.562 6.546
H -1.565 -1.248 6.545
H -0.890 -1.580 4.205
H 1.290 -2.957 4.708
H 1.950 -1.428 5.098
H 1.331 -1.605 3.492
H 0.673 0.454 5.245
H -0.906 0.602 5.092
C -4.611 0.813 -1.562
O -4.549 -0.587 -1.382
C -3.383 -1.179 -1.876
C -3.354 -1.392 -3.430
C -4.693 -1.887 -3.955
N -2.155 -2.202 -3.747
H -3.820 1.295 -0.986
H -5.606 1.118 -1.237
H -4.498 0.892 -2.643
H -2.471 -0.766 -1.445
H -3.447 -2.163 -1.411
H -3.267 -0.519 -4.076
H -5.564 -1.266 -3.743
H -5.057 -2.849 -3.597
H -4.582 -1.848 -5.039
H -2.029 -2.000 -4.729
H -1.368 -1.684 -3.383
C -2.475 3.612 -2.925
O -1.886 3.820 -1.643
C -1.575 5.177 -1.221
C -1.398 5.153 0.292
C -2.580 4.526 1.027
N -1.160 6.490 0.767
H -1.834 3.882 -3.764
H -3.468 4.050 -3.024
H -2.666 2.539 -2.933
H -0.763 5.556 -1.842
H -2.473 5.778 -1.363
H -0.553 4.499 0.507
H -2.414 4.781 2.074
H -2.677 3.461 0.816
H -3.498 4.972 0.644
H -1.065 6.280 1.750
H -1.878 7.199 0.801
C -0.693 -6.833 2.388
O 0.303 -5.860 2.536
C 0.745 -5.266 1.352
C 1.289 -3.815 1.617
C 1.802 -2.931 0.418
N 2.338 -3.870 2.588
H -0.756 -7.377 3.330
H -0.337 -7.576 1.675
H -1.685 -6.440 2.166
H 1.523 -5.734 0.750
H -0.119 -5.057 0.721
H 0.495 -3.260 2.117
H 2.257 -1.999 0.754
H 0.977 -2.762 -0.274
H 2.600 -3.500 -0.058
H 2.110 -4.472 3.366
H 3.183 -4.265 2.201
C 8.613 -2.717 -1.458
O 7.219 -2.429 -1.262
C 6.741 -1.221 -1.876
C 5.379 -0.881 -1.266
C 4.232 -1.524 -1.929
N 5.107 0.553 -1.206
H 9.042 -2.404 -2.409
H 8.896 -3.763 -1.339
H 9.140 -2.100 -0.730
H 7.369 -0.378 -1.589
H 6.760 -1.203 -2.966
H 5.561 -1.160 -0.228
H 4.325 -2.606 -1.842
H 4.147 -1.194 -2.964
H 3.369 -1.130 -1.393
H 5.741 0.864 -0.484
H 4.244 0.761 -0.725
C -0.726 1.476 -0.264
C 0.103 0.313 0.167
O 0.707 0.767 1.350
H -1.395 1.929 0.469
H -1.314 1.361 -1.174
H -0.025 2.283 -0.479
H 0.826 -0.079 -0.549
H -0.616 -0.449 0.467
H 0.035 1.002 1.994
O 2.591 3.301 -1.567
H 2.900 3.142 -2.459
H 1.637 3.249 -1.631
O 3.158 1.157 0.764
H 3.111 2.019 0.351
H 2.244 0.888 0.863
*
```

Record 2
This record from OMol25 describes a cluster of 2 separate species, C4H10N2O in total at a distorted geometry. The level of theory is the ωB97M-V functional and the def2-TZVPD basis.

The lowest unoccupied orbital energy (alpha / beta) comes out at 0.77 / 0.77 eV. Its HOMO energy (alpha / beta) is -0.281 / -0.281 Ha. The strongest force on any atom is 0.09066 Eh/bohr. The energy above the lowest of the compared OMol25 structures with the same formula, charge and spin comes out at 5.950 eV. For the frontier orbital gap (alpha / beta), the calculation gives 8.4 / 8.4 eV.

Geometry as ORCA input:
```
! wB97M-V def2-TZVPD RIJCOSX def2/J DEFGRID3
* xyz 0 1
C -1.151 2.059 -1.623
C -0.990 1.302 -0.545
C 1.607 -1.541 1.340
C -1.417 0.016 -0.206
N 1.301 -0.288 0.480
N 0.394 -0.899 -0.487
O -1.548 -0.336 1.105
H -0.539 2.935 -1.727
H -1.901 1.758 -2.313
H -0.117 1.465 0.133
H 0.682 -2.047 1.111
H 2.514 -1.977 1.049
H 1.568 -1.206 2.377
H -2.045 -0.633 -0.850
H 2.099 -0.034 -0.081
H 0.471 -0.596 -1.494
H -0.928 0.021 1.732
*
```

Q: strongest force on any atom of number 2 (C4H10N2O)?
A: 0.09066 Eh/bohr

Q: Which of these has the lowest strongest force on any atom?
A: C30H87N7O10

Q: What is the strongest force on any atom in the second record?
A: 0.09066 Eh/bohr